[1]
The following is a DFT calculation (ωB97M-V with the def2-TZVPD basis set) of 2 unconnected molecules or ions with the total composition C4H6N2O.

```
13
Properties=species:S:1:pos:R:3
N -2.084 -0.332 0.431
C -0.871 -0.005 -0.184
C -0.279 1.144 -0.570
C 1.166 0.912 -0.784
C 1.288 -0.375 -0.148
O 2.382 -1.076 0.135
N 0.109 -1.000 -0.066
H -2.718 -0.715 -0.251
H -2.525 0.445 0.907
H -0.762 2.112 -0.647
H 1.211 1.324 0.999
H 3.123 -0.460 0.042
H -0.087 -1.951 0.217
```

The energy relative to the best compared isomer or geometry (same formula, charge and spin) comes out at 529.7 kJ/mol. The LUMO energy is 0.11 eV.

[2]
The following is a DFT calculation (ωB97M-V with the def2-TZVPD basis set) of a single C8H15OPS molecule.

```
26
Properties=species:S:1:pos:R:3
C -0.076 0.846 -4.661
C -0.441 1.104 -3.337
C 0.124 -1.016 0.259
C -0.631 0.358 0.504
C 1.317 -1.255 1.232
C -0.720 -2.232 0.540
C 0.393 1.526 0.287
C -1.292 0.463 1.886
O 0.653 -1.033 -0.948
P -1.189 -0.253 -2.418
S -1.981 0.636 -0.728
H 0.415 1.550 -5.302
H -0.341 -0.118 -5.050
H -0.691 2.079 -3.060
H 1.692 -2.239 1.214
H 1.021 -1.196 2.298
H 2.004 -0.555 0.969
H -1.412 -2.357 -0.290
H -1.046 -2.529 1.598
H -0.194 -3.163 0.289
H 1.010 1.024 -0.501
H 1.016 1.521 1.256
H -0.147 2.517 0.017
H -2.227 -0.089 1.901
H -1.588 1.515 2.111
H -0.748 0.149 2.761
```

The energy relative to the best compared isomer or geometry (same formula, charge and spin) comes out at 233.7 kJ/mol. The LUMO energy (spin up / spin down) is -1.50 / -1.50 eV.

[3]
The following is a DFT calculation (ωB97M-V with the def2-TZVPD basis set) of 2 unconnected molecules or ions with the total composition C3H4OS.

```
9
Properties=species:S:1:pos:R:3
C 0.030 -0.155 1.470
C 0.255 0.668 0.312
C -0.493 -0.734 0.280
O -2.812 -0.576 2.384
S -1.856 0.374 2.983
H -0.539 1.406 0.176
H 1.190 0.794 -0.207
H 0.167 -1.465 0.023
H -1.556 -0.910 0.142
```

The energy relative to the best compared isomer or geometry (same formula, charge and spin) comes out at 567.7 kJ/mol. The LUMO energy (spin up / spin down) is -0.99 / -1.27 eV.

| no. | electronic energy (Eh) |
| --- | --- |
| 1 | -340.59316 |
| 2 | -1128.45783 |
| 3 | -589.90842 |